Entry 1:
DFT (wB97M-V/def2-TZVPD) results for C4H8InO8S2 as an isolated structure at a distorted geometry.

XYZ file:
```
23
C4H8InO8S2, DFT wB97M-V/def2-TZVPD
In -1.0651 -3.1065 -1.1914
C -3.0674 2.3522 1.2414
C -4.4001 1.7139 0.7454
O -4.2224 0.3533 0.6355
S -2.9600 -0.2222 1.6019
O -2.2364 -1.2905 0.8893
O -3.3771 -0.2536 3.0513
O -2.2277 1.2149 1.3650
H -3.2162 2.7538 2.2438
H -2.6369 3.0836 0.5574
H -4.7793 2.1632 -0.1725
H -5.1347 1.9779 1.5061
C 3.2319 0.1442 -1.0570
C 4.4814 -0.5134 -1.6924
O 4.1644 -1.8709 -1.8468
S 3.1401 -2.3614 -0.6411
O 3.7411 -3.1253 0.4738
O 1.8956 -2.9465 -1.1633
O 2.8463 -0.8074 -0.1206
H 2.4132 0.3464 -1.7477
H 3.4062 1.1579 -0.6963
H 5.4713 -0.5283 -1.2365
H 4.5318 -0.2354 -2.7452
```

The spin multiplicity is 2. For the HOMO energy (spin up / spin down), the calculation gives -24.53 / -24.81 eV. For the gap between HOMO and LUMO (spin up / spin down), the calculation gives 0.2373 / 0.1250 Eh. As for the charge: +4. The calculation puts the molecular weight at 363.1 g/mol.

The molecule's Mulliken atomic charges, reported in e, are given here: 1.460, -0.247, -0.099, -0.147, 1.006, -0.420, -0.307, -0.235, 0.352, 0.349, 0.394, 0.348, -0.147, -0.151, -0.017, 1.038, -0.174, -0.319, -0.142, 0.348, 0.391, 0.369, 0.350

---

Entry 2:
DFT (wB97M-V/def2-TZVPD) results for C15H32Cl2N2OSSi as an isolated structure at a distorted geometry.

XYZ file:
```
54
C15H32Cl2N2OSSi, DFT wB97M-V/def2-TZVPD
C -3.6043 -3.8614 -3.1405
C -2.3951 -2.9933 -2.4641
C -1.0356 -3.7286 -2.8813
C 0.2942 -2.8389 -2.6865
C 0.3757 -1.6186 -3.7614
C -0.1362 -0.2623 -3.0644
C 1.0104 0.5092 -2.2145
Si 0.2944 0.8327 -0.4411
N 0.4695 -0.7175 0.4514
C -0.7288 -1.1987 0.6052
S -2.0083 -1.9734 1.3468
N -1.3765 1.4164 -0.6346
C -1.8195 2.3254 0.4806
C -2.8495 1.4656 1.4011
O 1.3614 1.9830 0.3172
C 2.6393 1.3528 0.5772
C 2.9680 1.0785 2.1203
C 1.7130 1.0817 3.1138
C 1.6749 -0.3198 3.9457
H -3.3058 -3.9951 -4.2394
H -4.5380 -3.1968 -3.1253
H -3.7578 -4.8433 -2.5848
H -2.5043 -1.9361 -2.8958
H -2.5720 -3.0527 -1.3415
H -1.0588 -4.0375 -3.9952
H -0.8943 -4.7179 -2.3029
H 1.1959 -3.5157 -2.9399
H 0.4280 -2.4486 -1.6205
H 1.4282 -1.5525 -4.2012
H -0.3410 -1.9091 -4.6108
H -0.9481 -0.5778 -2.3107
H -0.6159 0.3953 -3.8644
H 1.9238 -0.1645 -2.0567
H 1.2728 1.5382 -2.6489
H -1.3741 2.0276 -1.4779
H -0.9689 2.7891 1.0841
H -2.4481 3.2123 0.0892
H -2.2483 0.9897 2.2501
H -3.7535 2.0642 1.7462
H -3.2520 0.6392 0.7109
H 3.4437 2.0897 0.1942
H 2.7905 0.3963 -0.0333
H 3.6963 1.8867 2.4720
H 3.4785 0.0548 2.2227
H 0.6916 1.1710 2.6205
H 1.8288 1.9659 3.8367
H 0.7525 -0.2757 4.6198
H 2.6594 -0.3875 4.5267
H 1.5719 -1.1611 3.1750
C 2.1206 4.9436 4.7730
Cl 0.7540 3.8554 5.0532
Cl 3.4059 4.1470 3.8591
H 1.7729 5.8087 4.2109
H 2.5187 5.2641 5.7342
```

For the HOMO energy, the calculation gives -9.37 eV. For the gap between HOMO and LUMO, the calculation gives 0.3436 Eh. The calculation puts the molecular weight at 387.5 g/mol.

The molecule's Mulliken atomic charges, reported in e, are given here: -1.171, 0.327, -0.702, -0.330, -0.838, -0.008, -0.637, 0.267, -0.029, 0.285, -0.209, -0.226, -0.327, -0.848, -0.720, -0.202, -0.564, 0.928, -1.294, 0.302, 0.348, 0.305, 0.126, -0.125, 0.287, 0.308, 0.314, 0.068, 0.374, 0.349, -0.145, 0.339, 0.277, 0.322, 0.275, 0.203, 0.388, 0.168, 0.354, 0.163, 0.403, 0.074, 0.043, 0.336, -0.131, -0.431, 0.329, 0.357, 0.277, -0.282, -0.141, -0.116, 0.274, 0.306

---

Entry 3:
DFT (wB97M-V/def2-TZVPD) results for BeCl as an isolated structure at a distorted geometry.

XYZ file:
```
2
BeCl, DFT wB97M-V/def2-TZVPD
Be 1.0572 -0.7192 -0.1378
Cl -1.0572 0.7192 0.1378
```

For the HOMO energy, the calculation gives -16.49 eV. For the gap between HOMO and LUMO, the calculation gives 0.2304 Eh. As for the charge: +1. The calculation puts the molecular weight at 44.5 g/mol.

The molecule's Mulliken atomic charges, reported in e, are given here: 1.077, -0.077

---

Entry 4:
DFT (wB97M-V/def2-TZVPD) results for a 8-piece molecular cluster, C24H60O20P4 overall at a distorted geometry.

XYZ file:
```
108
C24H60O20P4, DFT wB97M-V/def2-TZVPD
C -62.2723 -51.5604 10.3455
C -62.1419 -51.8128 8.8055
O -63.1812 -52.0449 8.1883
C -60.7438 -51.8246 8.2264
H -63.4028 -51.4369 10.5473
H -61.8049 -50.6930 10.6219
H -61.8311 -52.2855 10.8071
H -60.9329 -52.0956 7.1037
H -59.9975 -52.5862 8.8932
H -60.0998 -50.9875 8.2923
C -62.4624 -47.9890 12.8838
C -63.6985 -48.2813 13.7682
O -63.6314 -48.8742 14.7857
C -64.9150 -47.6966 13.3541
H -62.6849 -47.4240 11.7288
H -61.8551 -49.0562 12.5974
H -61.8288 -47.4137 13.5404
H -65.7205 -47.3246 14.1418
H -65.5236 -48.3819 12.4339
H -64.7386 -46.8407 12.8282
C -64.7079 -48.7094 8.2506
C -63.8351 -47.5998 8.9680
O -64.2723 -46.7641 9.7745
C -62.2957 -47.6654 8.5192
H -65.8090 -48.5109 8.3129
H -64.6971 -49.6011 8.7648
H -64.4528 -48.6412 7.1681
H -62.1038 -47.6218 7.5758
H -61.7940 -48.6261 8.8043
H -61.6195 -47.0817 9.0215
C -65.6165 -48.4894 3.2355
C -64.6424 -49.0116 4.3128
O -63.8872 -48.2792 4.9164
C -64.5446 -50.5532 4.4360
H -65.8469 -47.3292 3.6716
H -66.4256 -49.1361 3.3297
H -65.1208 -48.5097 2.3698
H -65.2993 -50.8104 5.0977
H -63.8955 -50.5634 5.1021
H -64.5417 -51.2074 3.6374
C -56.4903 -46.9173 11.6791
O -57.6451 -46.3046 12.1787
P -58.8143 -45.7592 11.1085
O -58.7930 -46.6576 9.9431
O -60.2782 -45.8767 11.7470
C -61.2402 -44.9035 11.4826
O -58.6254 -44.3138 10.6257
C -57.3757 -43.7611 10.3253
H -56.0821 -46.2978 11.1305
H -56.5324 -47.8953 11.0508
H -55.6721 -46.8303 12.4675
H -60.6702 -44.2065 11.6797
H -62.1874 -45.0018 11.9494
H -61.3048 -44.9061 10.2699
H -56.8420 -44.2668 9.4912
H -56.8932 -43.8858 11.3091
H -57.3820 -42.8549 10.2385
C -61.4864 -46.2426 4.2551
O -61.5177 -45.0270 3.7396
P -62.7651 -44.2961 3.1918
O -62.8033 -44.2791 1.7259
O -63.9876 -45.0401 3.7123
C -65.2951 -44.5661 3.4443
O -62.7486 -42.7696 3.6008
C -61.7977 -41.8314 3.2596
H -60.4026 -46.7231 4.5449
H -61.9264 -46.9383 3.6991
H -61.9820 -46.1086 5.2823
H -65.7247 -44.3637 2.3724
H -65.3620 -43.4887 3.7077
H -65.9478 -45.0168 3.9813
H -61.9552 -40.9046 3.4114
H -61.5267 -42.0178 2.1916
H -60.8633 -42.0144 3.5672
C -61.9689 -41.5350 9.5150
O -62.1247 -42.5706 8.6442
P -62.5756 -42.2462 7.0979
O -61.3711 -41.6641 6.4077
O -63.0633 -43.6025 6.3363
C -63.7858 -44.5780 6.8765
O -63.7027 -41.2308 7.1249
C -64.3068 -40.7924 5.8540
H -62.7192 -41.0159 9.8890
H -61.3028 -41.0481 9.0512
H -61.3453 -41.9567 10.4313
H -63.9231 -45.5953 6.3658
H -64.9128 -44.2899 6.9410
H -63.4579 -45.0551 7.8128
H -65.0571 -41.4385 5.4728
H -63.5229 -40.5375 5.0333
H -65.1625 -40.0896 5.7699
C -59.7146 -44.3225 7.2583
O -59.4605 -45.7576 7.4059
P -58.0347 -46.3475 6.9957
O -56.8306 -45.8216 7.6814
O -57.9687 -47.9508 6.8229
C -57.8729 -48.7640 7.9486
O -57.8951 -45.9304 5.4614
C -56.5548 -45.6951 4.8784
H -60.4847 -43.9100 6.3801
H -58.5789 -43.8714 7.4959
H -60.2752 -44.0619 8.1363
H -57.4284 -49.7982 7.6590
H -58.8976 -49.1120 8.2802
H -57.4581 -48.2238 8.6754
H -56.6215 -45.3158 3.8333
H -55.9812 -46.6240 4.8625
H -56.1066 -45.0526 5.5647
```

For the HOMO energy, the calculation gives -9.48 eV. For the gap between HOMO and LUMO, the calculation gives 0.3627 Eh. The calculation puts the molecular weight at 792.6 g/mol. Its SMILES is COP(=O)(OC)OC.COP(=O)(OC)OC.COP(=O)(OC)OC.COP(=O)(OC)OC.CC(C)=O.CC(C)=O.CC(C)=O.CC(C)=O.

Mulliken atomic charge list, values in e, 99 entries: -1.173, 0.922, -0.581, -0.454, 0.216, 0.136, 0.708, 0.278, 0.284, -0.137, -0.145, 0.511, -0.545, -0.826, -0.237, 0.133, 0.309, 0.300, 0.177, 0.264, -0.861, 0.962, -0.637, -0.808, 0.365, 0.348, -0.188, 0.626, 0.050, 0.138, -0.878, 0.890, -0.363, -2.230, -0.066, 0.508, 0.401, 0.541, 0.775, 0.445, -0.772, -0.427, 0.234, 0.075, -0.280, -1.306, -0.125, -1.007, 0.366, 0.170, 0.368, 0.919, 0.386, 0.231, 0.260, 0.367, 0.470, -0.325, -0.052, 0.132, -0.826, 0.408, -1.131, 0.033, -1.358, -0.093, 0.716, -0.072, 0.175, 0.072, 0.774, 0.577, 0.362, 0.476, -1.264, -0.006, 0.315, -0.651, 1.298, -0.449, -0.368, -0.443, 0.455, 0.652, 0.061, -0.314, 0.188, 0.093, 0.047, 0.166, 0.342, 0.572, 0.839, 0.407, -0.808, -0.384, -0.275, -0.220, -0.842

---

Entry 5:
DFT (wB97M-V/def2-TZVPD) results for Br2Hf as an isolated structure at a distorted geometry.

XYZ file:
```
3
Br2Hf, DFT wB97M-V/def2-TZVPD
Hf -1.2012 -0.2069 -0.3298
Br 0.2851 -1.0387 1.9468
Br 0.9161 1.2456 -1.6169
```

For the HOMO energy, the calculation gives -19.94 eV. For the gap between HOMO and LUMO, the calculation gives 0.2277 Eh. As for the charge: +2. The calculation puts the molecular weight at 338.3 g/mol.

The molecule's Mulliken atomic charges, reported in e, are given here: 1.650, 0.180, 0.170

---

Entry 6:
DFT (wB97M-V/def2-TZVPD) results for a 7-piece molecular cluster, C16H35Cl12OP overall at a distorted geometry.

XYZ file:
```
65
C16H35Cl12OP, DFT wB97M-V/def2-TZVPD
C 0.4285 2.8149 -1.6218
C 0.4468 4.3427 -1.9003
P -1.0961 5.1800 -1.3255
C -2.4159 4.3359 -2.3365
C -3.6461 4.0803 -1.4778
O -4.4425 3.0620 -2.0597
H -0.0468 2.3063 -2.4559
H 1.4451 2.4555 -1.5102
H -0.1311 2.6017 -0.7152
H 1.3016 4.8252 -1.4383
H 0.4396 4.4832 -2.9787
H -1.3227 4.7559 0.0047
H -2.0239 3.3969 -2.7235
H -2.6343 5.0041 -3.1637
H -4.2170 5.0104 -1.3972
H -3.3087 3.8054 -0.4750
H -5.1896 2.9193 -1.4614
Cl 1.5347 -2.4588 -3.7752
C 3.2572 -2.1940 -3.3779
C 3.4819 -0.8451 -2.7428
Cl 3.2129 0.4782 -3.9134
H 3.8339 -2.3073 -4.2926
H 3.5462 -2.9827 -2.6904
H 4.5024 -0.7481 -2.3933
H 2.8159 -0.6930 -1.8994
Cl -8.0442 -0.7654 -0.3264
C -6.3180 -0.6062 0.0861
C -6.0782 0.5043 1.0815
Cl -6.3884 2.1086 0.3560
H -5.7672 -0.4332 -0.8356
H -6.0082 -1.5575 0.4982
H -5.0431 0.5061 1.4075
H -6.7154 0.4091 1.9562
Cl 5.2097 -0.3785 1.5003
C 4.2406 0.8612 2.3530
C 2.7584 0.7180 2.1295
Cl 2.2583 1.1392 0.4728
H 4.5958 1.8406 2.0425
H 4.4578 0.7312 3.4118
H 2.2247 1.3991 2.7912
H 2.4234 -0.2976 2.3214
Cl -0.7585 -1.9936 3.7179
C -0.6622 -1.5909 1.9810
C 0.1094 -2.6217 1.1978
Cl 1.8441 -2.6206 1.6165
H -0.2069 -0.6072 1.8930
H -1.6838 -1.5353 1.6088
H 0.0367 -2.3966 0.1345
H -0.2722 -3.6251 1.3672
Cl 5.7871 -2.6357 -1.2318
C 7.4709 -3.0945 -1.5983
C 7.7360 -3.1092 -3.0812
Cl 6.8614 -4.4260 -3.9042
H 7.6573 -4.0659 -1.1482
H 8.1144 -2.3604 -1.1163
H 8.7979 -3.2672 -3.2614
H 7.4409 -2.1716 -3.5456
Cl -4.7736 -1.9054 2.7169
C -4.7024 -1.5525 4.4673
C -4.1490 -2.7085 5.2583
Cl -5.2597 -4.1008 5.2716
H -5.7059 -1.2910 4.7926
H -4.0597 -0.6820 4.5886
H -4.0046 -2.4036 6.2933
H -3.1959 -3.0425 4.8570
```

For the HOMO energy, the calculation gives -8.03 eV. For the gap between HOMO and LUMO, the calculation gives 0.3030 Eh. The calculation puts the molecular weight at 699.9 g/mol. Its SMILES is CCPCCO.ClCCCl.ClCCCl.ClCCCl.ClCCCl.ClCCCl.ClCCCl.

The molecule's Mulliken atomic charges, reported in e, are given here: -0.686, -0.689, -0.079, -0.578, -0.375, -0.479, 0.250, 0.129, 0.357, 0.439, 0.301, -0.032, 0.297, 0.393, 0.288, 0.295, 0.181, -0.212, -0.292, -0.199, -0.214, 0.339, 0.203, 0.217, 0.161, -0.201, -0.264, -0.329, -0.249, 0.371, 0.134, 0.217, 0.373, -0.143, -0.577, -0.377, -0.032, 0.339, 0.339, 0.348, 0.042, -0.220, -0.152, -0.462, -0.162, 0.154, 0.233, 0.280, 0.382, -0.141, -0.507, -0.469, -0.179, 0.351, 0.285, 0.339, 0.311, -0.206, -0.489, -0.336, -0.190, 0.374, 0.307, 0.372, 0.118